Formula: C33H55BrNO14
Source: OMol25
Level of theory: the ωB97M-V functional and the def2-TZVPD basis

Computed properties:
- HOMO-LUMO gap (eV) = 8.3
- E_tot (hartree) = -4972.4027
- E_HOMO (eV) = -11.37
- LUMO level (eV) = -3.100
- ΔE to the lowest compared entry with this formula, charge and spin (kJ/mol) = 82.47

Geometry as ORCA input:
```
! wB97M-V def2-TZVPD RIJCOSX def2/J DEFGRID3
* xyz 1 1
C -7.37 -3.35 0.63
C -6.98 -2.32 -0.46
N -5.59 -1.77 -0.34
C -4.50 -2.79 -0.16
C -4.12 -2.86 1.35
C -2.74 -2.14 1.58
Br -4.02 -4.73 2.02
H -7.64 -2.90 1.60
H -6.63 -4.14 0.81
H -8.28 -3.86 0.26
H -7.18 -2.71 -1.48
H -7.66 -1.46 -0.34
H -5.39 -1.29 -1.23
H -5.50 -1.05 0.38
H -3.66 -2.53 -0.82
H -4.87 -3.79 -0.44
H -4.87 -2.38 2.01
H -2.98 -1.07 1.70
H -2.27 -2.55 2.48
H -2.12 -2.37 0.70
O -0.33 -1.11 -0.90
C 0.40 -2.06 -0.82
O 0.03 -3.22 -0.22
C 1.15 -4.14 -0.20
C 2.06 -3.67 -1.32
C 1.82 -2.16 -1.32
H 1.63 -4.08 0.78
H 0.79 -5.15 -0.36
H 3.10 -3.95 -1.17
H 1.73 -4.09 -2.27
H 2.48 -1.65 -0.63
H 1.91 -1.74 -2.32
O 4.03 -0.18 -3.50
C 3.14 0.59 -3.74
O 2.21 0.95 -2.82
C 1.23 1.80 -3.44
C 1.91 2.37 -4.67
C 2.86 1.25 -5.06
H 0.36 1.18 -3.70
H 0.92 2.57 -2.74
H 1.22 2.67 -5.45
H 2.49 3.26 -4.38
H 2.38 0.53 -5.72
H 3.77 1.63 -5.51
O 3.15 -3.31 1.70
C 4.14 -2.63 1.77
O 4.49 -1.74 0.81
C 5.77 -1.16 1.13
C 5.92 -1.35 2.62
C 5.17 -2.65 2.86
H 6.54 -1.69 0.56
H 5.77 -0.12 0.84
H 6.96 -1.38 2.95
H 5.43 -0.54 3.15
H 5.81 -3.52 2.73
H 4.70 -2.67 3.84
O 5.84 -3.93 5.48
C 6.22 -4.99 5.05
O 7.22 -5.11 4.15
C 7.36 -6.49 3.77
C 6.74 -7.28 4.90
C 5.64 -6.34 5.38
H 6.84 -6.64 2.82
H 8.42 -6.72 3.63
H 6.37 -8.26 4.59
H 7.47 -7.43 5.69
H 4.71 -6.48 4.83
H 5.47 -6.44 6.45
O 0.28 5.49 -4.71
C -0.52 5.39 -3.84
O -0.90 4.19 -3.31
C -1.96 4.40 -2.36
C -1.83 5.85 -1.93
C -1.29 6.51 -3.19
H -2.91 4.19 -2.85
H -1.84 3.71 -1.52
H -2.77 6.27 -1.57
H -1.10 5.93 -1.13
H -2.10 6.82 -3.86
H -0.64 7.35 -2.96
O -4.19 9.40 -2.59
C -4.34 9.17 -3.75
O -3.40 8.54 -4.51
C -3.84 8.51 -5.88
C -5.35 8.66 -5.82
C -5.54 9.54 -4.60
H -3.36 9.32 -6.42
H -3.54 7.56 -6.34
H -5.78 9.08 -6.73
H -5.82 7.69 -5.65
H -5.48 10.60 -4.84
H -6.46 9.32 -4.07
O -1.62 1.24 7.10
C -1.11 0.61 6.23
O -0.53 1.18 5.13
C -0.12 0.15 4.22
C 0.02 -1.10 5.06
C -1.05 -0.90 6.13
H -0.88 0.05 3.45
H 0.82 0.43 3.76
H -0.10 -2.02 4.49
H 1.01 -1.12 5.53
H -2.02 -1.27 5.81
H -0.77 -1.34 7.08
*
```

Formula: C33H55Cl2NO6
Source: OMol25
Level of theory: the ωB97M-V functional and the def2-TZVPD basis

Computed properties:
- HOMO-LUMO gap (eV) = 9.2
- E_tot (hartree) = -2716.8815
- E_HOMO (eV) = -8.71
- LUMO level (eV) = 0.442

Geometry as ORCA input:
```
! wB97M-V def2-TZVPD RIJCOSX def2/J DEFGRID3
* xyz 0 1
C 0.35 -5.53 0.30
C -0.98 -6.00 -0.30
O -1.60 -4.98 -1.05
C -2.87 -4.57 -0.54
C -2.74 -3.81 0.76
O -3.72 -4.21 1.70
C -3.59 -3.33 2.82
C -2.71 -2.14 2.36
C -3.15 -0.81 2.92
Cl -4.82 -0.54 3.28
C -2.32 0.19 3.22
C -2.72 1.51 3.79
Cl -0.60 0.02 3.00
C -2.86 -2.27 0.78
C -1.72 -1.48 0.14
C -1.24 -1.90 -1.25
O -0.59 -0.81 -1.90
C 0.78 -0.74 -1.57
C 1.59 -1.59 -2.54
O 2.93 -1.87 -2.12
C 3.50 -0.94 -1.28
C 4.01 0.26 -1.75
C 4.55 1.18 -0.83
C 4.59 0.93 0.54
C 5.15 1.92 1.55
C 6.58 1.40 1.88
C 4.38 1.90 2.89
C 5.34 3.35 1.02
C 4.12 4.19 0.54
C 4.14 5.52 1.35
C 4.22 4.58 -0.95
C 2.73 3.59 0.77
C 4.10 -0.31 0.99
C 3.57 -1.23 0.09
O -4.17 -1.81 0.58
C -4.47 -1.22 -0.69
C -4.55 0.28 -0.57
N -5.37 0.87 -1.64
C -4.85 0.48 -2.97
C -5.18 1.55 -4.03
C -4.11 2.64 -4.09
O -6.46 2.11 -3.79
H 0.22 -5.28 1.35
H 0.68 -4.62 -0.19
H 1.11 -6.31 0.26
H -1.62 -6.35 0.51
H -0.77 -6.84 -0.96
H -3.34 -3.98 -1.32
H -3.45 -5.47 -0.33
H -1.78 -3.98 1.27
H -3.16 -3.86 3.66
H -4.60 -3.06 3.09
H -1.70 -2.31 2.71
H -1.94 2.25 3.63
H -2.84 1.39 4.87
H -3.66 1.85 3.40
H -0.87 -1.60 0.81
H -1.94 -0.41 0.15
H -0.51 -2.70 -1.12
H -2.00 -2.31 -1.90
H 1.07 0.30 -1.63
H 0.92 -1.04 -0.53
H 1.11 -2.54 -2.72
H 1.61 -1.07 -3.50
H 3.99 0.52 -2.79
H 4.94 2.11 -1.23
H 7.18 1.35 0.97
H 7.06 2.02 2.63
H 6.49 0.39 2.26
H 3.33 1.67 2.74
H 4.41 2.88 3.36
H 4.78 1.15 3.57
H 5.87 3.91 1.78
H 6.05 3.27 0.19
H 3.77 5.35 2.36
H 5.16 5.90 1.40
H 3.51 6.27 0.88
H 3.61 3.95 -1.59
H 3.92 5.61 -1.11
H 5.25 4.52 -1.30
H 2.57 2.68 0.19
H 2.51 3.38 1.81
H 1.99 4.31 0.42
H 4.14 -0.56 2.04
H 3.19 -2.18 0.44
H -5.47 -1.57 -0.96
H -3.80 -1.56 -1.47
H -5.04 0.49 0.38
H -3.56 0.77 -0.54
H -5.24 1.87 -1.58
H -3.77 0.36 -2.94
H -5.32 -0.46 -3.25
H -5.23 1.03 -4.99
H -3.13 2.26 -3.81
H -4.06 3.07 -5.09
H -4.36 3.44 -3.39
H -6.42 3.05 -3.94
*
```

Which of these has the lowest LUMO level? C33H55BrNO14

Please write out number 1 again, unchanged.
Formula: C33H55BrNO14
Source: OMol25
Level of theory: the ωB97M-V functional and the def2-TZVPD basis

Computed properties:
- HOMO-LUMO gap (eV) = 8.3
- E_tot (hartree) = -4972.4027
- E_HOMO (eV) = -11.37
- LUMO level (eV) = -3.100
- ΔE to the lowest compared entry with this formula, charge and spin (kJ/mol) = 82.47

Geometry as ORCA input:
```
! wB97M-V def2-TZVPD RIJCOSX def2/J DEFGRID3
* xyz 1 1
C -7.37 -3.35 0.63
C -6.98 -2.32 -0.46
N -5.59 -1.77 -0.34
C -4.50 -2.79 -0.16
C -4.12 -2.86 1.35
C -2.74 -2.14 1.58
Br -4.02 -4.73 2.02
H -7.64 -2.90 1.60
H -6.63 -4.14 0.81
H -8.28 -3.86 0.26
H -7.18 -2.71 -1.48
H -7.66 -1.46 -0.34
H -5.39 -1.29 -1.23
H -5.50 -1.05 0.38
H -3.66 -2.53 -0.82
H -4.87 -3.79 -0.44
H -4.87 -2.38 2.01
H -2.98 -1.07 1.70
H -2.27 -2.55 2.48
H -2.12 -2.37 0.70
O -0.33 -1.11 -0.90
C 0.40 -2.06 -0.82
O 0.03 -3.22 -0.22
C 1.15 -4.14 -0.20
C 2.06 -3.67 -1.32
C 1.82 -2.16 -1.32
H 1.63 -4.08 0.78
H 0.79 -5.15 -0.36
H 3.10 -3.95 -1.17
H 1.73 -4.09 -2.27
H 2.48 -1.65 -0.63
H 1.91 -1.74 -2.32
O 4.03 -0.18 -3.50
C 3.14 0.59 -3.74
O 2.21 0.95 -2.82
C 1.23 1.80 -3.44
C 1.91 2.37 -4.67
C 2.86 1.25 -5.06
H 0.36 1.18 -3.70
H 0.92 2.57 -2.74
H 1.22 2.67 -5.45
H 2.49 3.26 -4.38
H 2.38 0.53 -5.72
H 3.77 1.63 -5.51
O 3.15 -3.31 1.70
C 4.14 -2.63 1.77
O 4.49 -1.74 0.81
C 5.77 -1.16 1.13
C 5.92 -1.35 2.62
C 5.17 -2.65 2.86
H 6.54 -1.69 0.56
H 5.77 -0.12 0.84
H 6.96 -1.38 2.95
H 5.43 -0.54 3.15
H 5.81 -3.52 2.73
H 4.70 -2.67 3.84
O 5.84 -3.93 5.48
C 6.22 -4.99 5.05
O 7.22 -5.11 4.15
C 7.36 -6.49 3.77
C 6.74 -7.28 4.90
C 5.64 -6.34 5.38
H 6.84 -6.64 2.82
H 8.42 -6.72 3.63
H 6.37 -8.26 4.59
H 7.47 -7.43 5.69
H 4.71 -6.48 4.83
H 5.47 -6.44 6.45
O 0.28 5.49 -4.71
C -0.52 5.39 -3.84
O -0.90 4.19 -3.31
C -1.96 4.40 -2.36
C -1.83 5.85 -1.93
C -1.29 6.51 -3.19
H -2.91 4.19 -2.85
H -1.84 3.71 -1.52
H -2.77 6.27 -1.57
H -1.10 5.93 -1.13
H -2.10 6.82 -3.86
H -0.64 7.35 -2.96
O -4.19 9.40 -2.59
C -4.34 9.17 -3.75
O -3.40 8.54 -4.51
C -3.84 8.51 -5.88
C -5.35 8.66 -5.82
C -5.54 9.54 -4.60
H -3.36 9.32 -6.42
H -3.54 7.56 -6.34
H -5.78 9.08 -6.73
H -5.82 7.69 -5.65
H -5.48 10.60 -4.84
H -6.46 9.32 -4.07
O -1.62 1.24 7.10
C -1.11 0.61 6.23
O -0.53 1.18 5.13
C -0.12 0.15 4.22
C 0.02 -1.10 5.06
C -1.05 -0.90 6.13
H -0.88 0.05 3.45
H 0.82 0.43 3.76
H -0.10 -2.02 4.49
H 1.01 -1.12 5.53
H -2.02 -1.27 5.81
H -0.77 -1.34 7.08
*
```

The lowest LUMO level belongs to which entry? C33H55BrNO14

What is the E_tot in the first record? -4972.4027 hartree